Formula: C19H14BrIN4O2PtS3
Source: OMol25
Level of theory: the ωB97M-V functional and the def2-TZVPD basis

CARTESIAN COORDINATES (ANGSTROEM)
Pt1 0.296 0.296 1.002
S1 2.541 0.506 1.048
C1 2.874 1.683 -0.191
C2 4.191 1.959 -0.557
C3 4.497 2.906 -1.525
C4 5.865 3.134 -1.884
N1 6.968 3.296 -2.171
C5 3.451 3.616 -2.144
C6 2.139 3.352 -1.779
C7 1.822 2.389 -0.817
S2 0.161 2.080 -0.415
C8 3.722 4.598 -3.152
N2 3.938 5.390 -3.960
H1 4.995 1.418 -0.073
H2 1.336 3.900 -2.255
I1 -8.282 0.263 3.528
C9 -6.415 -0.010 2.600
C10 -6.360 -0.727 1.414
C11 -5.124 -0.911 0.811
C12 -3.978 -0.369 1.374
C13 -4.049 0.343 2.569
C14 -5.279 0.518 3.191
C15 -2.629 -0.581 0.721
O1 -2.499 -1.472 -0.141
O2 -1.756 0.214 1.159
H3 -7.260 -1.137 0.975
H4 -5.032 -1.482 -0.105
H5 -3.135 0.727 3.021
H6 -5.337 1.056 4.128
S3 0.411 -1.767 2.235
C16 0.849 -2.464 0.706
N3 -0.061 -2.772 -0.212
C17 0.305 -2.935 -1.612
C18 1.611 -2.208 -1.887
C19 2.662 -2.736 -0.928
N4 2.149 -2.697 0.443
H7 -0.999 -2.356 -0.060
H8 -0.515 -2.521 -2.199
H9 0.399 -3.998 -1.862
H10 1.465 -1.139 -1.713
H11 1.931 -2.361 -2.919
H12 3.559 -2.117 -0.958
H13 2.941 -3.761 -1.193
H14 2.741 -2.238 1.119
Br1 -1.108 1.115 4.668

Output
highest occupied orbital energy: -1.768 eV
E_LUMO: 3.446 eV
E_tot: -5287.782848 Eh
energy above the lowest of the compared OMol25 structures with the same formula, charge and spin: 0.0 kcal per mole
total charge: -2

Here are the natural (NBO) charges for atoms 1 to 4, given in e: atom 1 (Pt): 0.54, atom 2 (S): -0.14, atom 3 (C): -0.20, atom 4 (C): -0.17